(1)
Molecular formula: C34H51BN6O2PbS
Method: DFT, ωB97M-V with the def2-TZVPD basis set

## Properties
Orbital gap = 0.180 Ha
E_LUMO = -9.32 eV
M = 825.9 Da

```
! RIJCOSX wB97M-V def2-TZVPD def2/J DEFGRID3
* xyz 2 1
Pb 0.22 -0.05 1.15
C -0.87 -2.68 2.65
C -1.59 -3.37 1.50
C -1.06 -4.80 1.32
C -1.52 -2.66 0.18
C -2.26 -2.95 -0.96
C -1.83 -2.08 -1.95
C -2.48 -1.95 -3.30
C -3.20 -0.61 -3.43
C -1.59 -2.25 -4.51
N -0.85 -1.31 -1.44
N -0.67 -1.66 -0.12
B 0.00 -0.19 -2.12
N -0.53 1.18 -1.61
N -0.73 1.36 -0.27
C -1.32 2.55 -0.08
C -1.51 3.15 -1.32
C -0.99 2.26 -2.26
C -0.85 2.44 -3.74
C 0.55 2.96 -4.05
C -1.93 3.37 -4.30
C -1.68 3.02 1.30
C -2.17 4.47 1.28
C -2.73 2.10 1.93
N 1.49 -0.34 -1.73
N 1.82 -0.17 -0.40
C 3.14 -0.27 -0.26
C 3.70 -0.49 -1.51
C 2.64 -0.53 -2.41
C 2.88 -0.76 -3.89
C 1.70 -1.13 -4.77
C 3.65 0.43 -4.48
C 3.82 -0.14 1.07
C 4.72 1.09 1.10
C 4.59 -1.41 1.41
H -0.98 -3.29 3.55
H -1.30 -1.70 2.88
H 0.20 -2.59 2.46
H -2.65 -3.44 1.75
H 0.01 -4.79 1.09
H -1.57 -5.32 0.51
H -1.21 -5.37 2.24
H -3.02 -3.71 -1.05
H -3.25 -2.73 -3.28
H -2.50 0.22 -3.39
H -3.94 -0.47 -2.64
H -3.72 -0.56 -4.39
H -1.01 -1.38 -4.81
H -2.21 -2.54 -5.35
H -0.90 -3.07 -4.31
H -0.14 -0.25 -3.28
H -1.96 4.10 -1.52
H -0.96 1.46 -4.22
H 0.69 3.96 -3.62
H 0.71 3.03 -5.12
H 1.31 2.31 -3.62
H -1.79 4.39 -3.93
H -2.93 3.04 -4.02
H -1.87 3.40 -5.38
H -0.76 2.98 1.90
H -3.09 4.56 0.71
H -1.43 5.14 0.84
H -2.37 4.81 2.30
H -3.64 2.11 1.34
H -2.97 2.44 2.94
H -2.40 1.06 1.99
H 4.74 -0.62 -1.74
H 3.56 -1.62 -3.89
H 1.05 -0.28 -4.96
H 1.11 -1.94 -4.34
H 2.08 -1.47 -5.73
H 3.02 1.31 -4.53
H 3.96 0.19 -5.50
H 4.54 0.67 -3.90
H 3.03 -0.01 1.83
H 5.50 1.01 0.35
H 5.20 1.19 2.07
H 4.16 2.01 0.90
H 5.38 -1.59 0.68
H 3.95 -2.29 1.42
H 5.07 -1.32 2.39
O -1.81 -0.07 9.61
C -1.57 -0.91 8.60
O -1.96 -2.03 8.58
C -0.81 -0.39 7.40
C 0.14 -1.25 6.84
C 0.79 -0.87 5.70
C 0.48 0.37 5.07
S 1.30 0.86 3.70
C -0.52 1.21 5.65
C -1.14 0.83 6.81
H -1.34 0.77 9.53
H 0.34 -2.20 7.32
H 1.55 -1.50 5.24
H -0.75 2.14 5.15
H -1.90 1.46 7.25
*
```

Mulliken atomic charge list, values in e, 2 entries: atom 1 (Pb): 0.933, atom 2 (C): -1.541

***

(2)
Molecular formula: C3H7NO2
Method: DFT, ωB97M-V with the def2-TZVPD basis set

## Properties
Orbital gap = 0.333 Ha
Relative energy (zero: lowest compared OMol25 entry of this formula, charge and spin) = 2.1305 eV
E_LUMO = 0.85 eV
M = 89.1 Da

```
! RIJCOSX wB97M-V def2-TZVPD def2/J DEFGRID3
* xyz 0 1
C 1.06 -1.30 -1.56
C -0.13 -1.50 -1.02
N -0.45 -2.23 0.12
H 1.18 -0.50 -2.28
H 1.89 -1.98 -1.37
H -0.88 -0.80 -1.39
H 0.14 -2.45 0.89
H -1.23 -2.83 -0.07
O -0.11 1.24 -0.23
C 0.13 2.04 0.61
O -0.43 1.96 1.84
H 0.85 2.87 0.65
H -0.91 1.12 1.90
*
```

Mulliken atomic charge list, values in e, 2 entries: atom 1 (C): -0.767, atom 2 (C): 0.070